The following is a DFT calculation (ωB97M-V/def2-TZVPD) of a molecular structure, C23H24ClN6PtS at a distorted geometry.

Each line ends with the natural charge from an NBO analysis.
Cartesian coordinates (Å):
C (-2.0695, 3.1302, -1.9443)  -0.22
Pt (0.0583, -0.0669, 0.0588)  1.05
C (4.9462, 2.4819, 0.3117)  -0.20
C (2.4614, 2.5767, -0.9229)  -0.23
N (1.9051, 1.7531, 3.6612)  -0.56
C (2.7222, -3.2670, -0.3737)  -0.15
H (1.9320, 2.7373, 3.8801)  0.42
C (2.0579, -2.0428, -0.3178)  0.06
C (-1.2349, 2.3647, -1.1456)  0.18
C (-1.2729, 0.6482, -2.7149)  0.09
C (-2.0976, 1.3661, -3.5591)  -0.24
C (0.0021, -3.1604, 0.2198)  -0.27
H (-2.2780, -1.2190, -0.1732)  0.21
H (1.5263, 1.4950, 6.3650)  0.21
Cl (-2.9002, 0.6516, 1.0843)  -0.06
H (-0.5239, 4.9617, -0.1178)  0.24
H (-2.0324, 4.4403, 0.6511)  0.24
H (0.7900, 0.0918, 5.5740)  0.22
N (0.6098, 2.3673, 1.9234)  -0.42
H (3.7801, -3.2662, -0.6029)  0.24
H (-3.1479, 3.2225, -3.7933)  0.24
C (3.2302, 3.7227, -0.8226)  -0.19
H (-0.5097, 4.3972, 1.5597)  0.27
H (0.1245, -5.2895, 0.3814)  0.23
C (-0.7174, 2.8443, 0.1367)  0.25
H (2.2801, -0.1010, 6.5024)  0.23
C (-0.9601, 4.2481, 0.5848)  -0.69
C (2.0338, -4.4321, -0.1050)  -0.23
H (2.8705, 4.6512, -1.2462)  0.22
H (2.7612, -0.0973, 4.0570)  0.22
C (4.4750, 3.6802, -0.2097)  -0.18
H (2.5545, -5.3794, -0.0939)  0.23
C (2.5664, 0.8363, 4.5839)  -0.22
C (0.6726, -4.3805, 0.1710)  -0.14
C (0.6807, -1.9803, -0.0189)  -0.17
C (1.1424, 1.4089, 2.6194)  0.32
H (5.0808, 4.5743, -0.1514)  0.23
C (4.1762, 1.3352, 0.2242)  -0.22
H (3.5218, 1.2831, 4.8570)  0.21
S (0.9490, -0.3080, 2.2860)  0.00
N (2.1675, 0.1934, -0.5721)  -0.25
H (-0.9263, -0.3426, -2.9748)  0.22
H (-1.0546, -3.1630, 0.4535)  0.22
H (4.5282, 0.3879, 0.6093)  0.24
C (1.7368, 0.5666, 5.8338)  -0.62
N (-0.0389, 1.9938, 0.8131)  -0.26
H (5.9174, 2.4404, 0.7863)  0.23
H (-2.4061, 0.9439, -4.5041)  0.25
C (-1.8098, -0.6898, 0.6536)  -0.56
C (2.9346, 1.3807, -0.4021)  0.16
N (-0.8459, 1.1351, -1.5472)  -0.49
N (2.7849, -0.8877, -0.5597)  -0.10
H (-1.7295, -1.3173, 1.5339)  0.22
H (-2.3748, 4.1122, -1.6156)  0.24
C (-2.5038, 2.6278, -3.1596)  -0.11
H (1.5052, 2.5971, -1.4285)  0.21

## Properties
Energy, Ha: -2196.846867
Total charge: +1
ΔE to the lowest compared entry with this formula, charge and spin, kcal per mole: 8.73